Record 1
{
  "formula": "C16H20N5NaOS3",
  "method": "ωB97M-V with the def2-TZVPD basis set",
  "species": ["Na", "C", "S", "C", "S", "N", "N", "C", "C", "C", "C", "C", "C", "N", "H", "H", "H", "H", "H", "H", "H", "H", "S", "C", "N", "C", "C", "C", "C", "H", "H", "H", "H", "H", "C", "N", "C", "C", "O", "H", "H", "H", "H", "H", "H", "H"],
  "xyz": [[-0.2194, -0.6403, -0.6634], [-4.8179, 2.9488, 0.3154], [-3.2884, 3.5567, -0.4169], [-2.2245, 2.1286, -0.5127], [-2.7389, 0.5693, -0.1062], [-1.0510, 2.5709, -0.9480], [-0.0731, 1.6366, -0.9755], [1.0825, 2.0863, -1.2909], [2.2632, 1.2122, -1.2157], [3.5387, 1.7556, -1.3601], [4.6458, 0.9367, -1.2248], [4.4610, -0.4110, -0.9471], [3.1599, -0.8707, -0.8149], [2.0857, -0.0918, -0.9441], [-5.6294, 3.5632, -0.0748], [-4.7795, 3.0320, 1.4008], [-4.9596, 1.9092, 0.0305], [1.2175, 3.1353, -1.5474], [3.6495, 2.8127, -1.5696], [5.6455, 1.3435, -1.3280], [5.2978, -1.0879, -0.8383], [2.9642, -1.9135, -0.5793], [0.3073, -0.7120, 2.3148], [0.4738, 0.9579, 2.2072], [1.7076, 1.5150, 2.0065], [1.9439, 2.8412, 1.8208], [0.9199, 3.7247, 1.8448], [-0.3853, 3.2239, 2.0692], [-0.5989, 1.8920, 2.2609], [2.4641, 0.8499, 1.9321], [2.9749, 3.1231, 1.6587], [1.1017, 4.7763, 1.6800], [-1.2262, 3.9068, 2.0646], [-1.5905, 1.4861, 2.4019], [-2.7537, -5.4206, -0.4149], [-1.5444, -4.6796, -0.7783], [-0.2414, -5.3329, -0.8215], [-1.6087, -3.3616, -0.9893], [-0.6343, -2.6558, -1.2409], [-2.5461, -6.4837, -0.4733], [-3.5664, -5.1956, -1.1031], [-3.0807, -5.1919, 0.5999], [-0.3820, -6.4045, -0.9372], [0.3293, -5.1446, 0.0912], [0.3312, -4.9519, -1.6649], [-2.6247, -2.9447, -0.9185]],
  "nbo_charge": [0.873, -0.764, 0.256, -0.067, -0.373, -0.467, -0.263, -0.019, 0.165, -0.252, -0.160, -0.278, 0.057, -0.477, 0.222, 0.212, 0.255, 0.185, 0.222, 0.220, 0.224, 0.202, -0.315, 0.088, -0.518, 0.043, -0.288, -0.112, -0.267, 0.428, 0.217, 0.232, 0.235, 0.259, -0.410, -0.413, -0.415, 0.548, -0.695, 0.213, 0.212, 0.207, 0.203, 0.208, 0.227, 0.140],
  "orbital_gap_ev": 7.09,
  "total_energy_ha": -2327.6315,
  "largest_force_ev_per_a": 0.6
}

=====

Record 2
{
  "formula": "C7H38O13",
  "method": "ωB97M-V with the def2-TZVPD basis set",
  "species": ["C", "C", "C", "C", "C", "C", "C", "H", "H", "H", "H", "H", "H", "H", "H", "H", "H", "H", "H", "H", "H", "O", "H", "H", "O", "H", "H", "O", "H", "H", "O", "H", "H", "O", "H", "H", "O", "H", "H", "O", "H", "H", "O", "H", "H", "O", "H", "H", "O", "H", "H", "O", "H", "H", "O", "H", "H", "O"],
  "xyz": [[-1.7632, 3.6437, 0.7565], [-1.3000, 2.8329, -0.4156], [-2.1134, 2.6158, -1.4407], [0.0401, 2.1299, -0.3096], [-0.1137, 0.6344, -0.3713], [0.2004, -0.2146, 0.6066], [-0.3829, -1.5882, 0.7756], [-2.8058, 3.9229, 0.6066], [-1.6514, 3.0634, 1.6690], [-1.2286, 4.5809, 0.9390], [-3.0338, 3.1711, -1.6110], [-1.9063, 1.9396, -2.2652], [0.4596, 2.3716, 0.6686], [0.7873, 2.6142, -0.9412], [-0.6106, 0.2091, -1.2445], [0.7411, 0.1407, 1.4790], [-1.2147, -1.5778, 1.4862], [0.3637, -2.2481, 1.1751], [-0.7629, -2.0041, -0.1590], [1.3358, -1.0057, -2.7729], [0.9036, -1.2827, -4.2899], [0.7633, -1.5200, -3.3633], [3.7688, -0.0381, -1.6813], [2.5519, 0.7423, -1.5477], [2.8427, -0.1019, -1.9600], [-2.1475, 0.9177, 3.4960], [-1.4935, 0.3111, 2.3252], [-1.4237, 1.1063, 2.8864], [-0.8666, -2.1631, -3.0379], [-0.9666, -0.6477, -3.2911], [-1.4128, -1.4854, -3.4651], [3.6866, 2.6198, -0.1855], [3.2338, 1.5434, 0.8270], [3.1204, 1.8449, -0.1198], [-3.8920, 0.8490, 1.6256], [-3.7943, -0.2675, 0.6176], [-3.5790, -0.0600, 1.5447], [3.1831, 0.1306, 2.4533], [2.9121, 1.5480, 3.0559], [3.4962, 1.0528, 2.4464], [-3.6749, -0.1612, -1.3260], [-2.7318, -1.3421, -1.1615], [-3.6560, -1.0866, -1.0436], [1.2551, -3.5379, -1.3872], [-0.1287, -4.0392, -1.3490], [0.7713, -4.3686, -1.2258], [-2.8692, -3.0674, -1.7977], [-2.1177, -3.9331, -0.7381], [-2.0077, -3.3843, -1.5158], [2.5655, -1.5317, -1.0755], [3.3471, -2.6423, -0.3908], [2.4611, -2.2722, -0.4274], [2.8538, -1.4283, 1.3073], [2.4692, -2.4944, 2.4115], [2.8892, -1.6512, 2.2444], [0.7696, 1.5581, 3.0482], [0.6382, 2.7402, 4.0412], [1.2385, 2.3109, 3.4183]],
  "nbo_charge": [-0.659, 0.064, -0.448, -0.489, -0.184, -0.187, -0.648, 0.207, 0.247, 0.216, 0.195, 0.186, 0.224, 0.234, 0.177, 0.178, 0.210, 0.220, 0.219, 0.498, 0.490, -0.986, 0.493, 0.527, -0.986, 0.477, 0.500, -0.972, 0.501, 0.467, -0.973, 0.478, 0.516, -1.022, 0.465, 0.493, -0.976, 0.500, 0.510, -0.992, 0.481, 0.496, -0.958, 0.484, 0.467, -0.962, 0.506, 0.486, -0.976, 0.498, 0.475, -0.987, 0.500, 0.494, -0.989, 0.497, 0.489, -0.972],
  "orbital_gap_ev": 9.55,
  "total_energy_ha": -1267.5738,
  "de_lowest_kcal_mol": 58.05,
  "largest_force_ev_per_a": 3.0
}